A.
Molecular formula: C3H2IO2S
Method: DFT, ωB97M-V with the def2-TZVPD basis set

Computed properties:
Total charge: -1
Orbital gap (spin up / spin down) (eV): 4.771 / 4.772

CARTESIAN COORDINATES (ANGSTROEM)
1 C 1.95875 -1.88460 0.16008
2 C 0.87854 -1.35919 0.31253
3 C -0.29354 -0.77004 0.43635
4 O -0.12491 3.26456 0.43266
5 O -1.33697 2.40289 -1.52444
6 S -1.11129 2.37312 -0.11576
7 I -2.19205 -1.70908 -0.61904
8 H 2.67859 -2.60997 0.43770
9 H -0.45712 0.29232 0.47991

Charges per atom according to natural (NBO) partitioning, unit e: atom 1 (C): -0.423, atom 2 (C): -0.124, atom 3 (C): -0.527, atom 4 (O): -0.865, atom 5 (O): -0.845, atom 6 (S): 1.663, atom 7 (I): -0.214, atom 8 (H): 0.197, atom 9 (H): 0.138



B.
Molecular formula: C3H2IO2S
Method: DFT, ωB97M-V with the def2-TZVPD basis set

Computed properties:
Total charge: -1
Orbital gap (eV): 7.292

CARTESIAN COORDINATES (ANGSTROEM)
1 C 1.11168 0.61925 1.02218
2 C 0.15015 0.13930 0.48622
3 C -1.81329 -0.51314 -0.39517
4 O -3.46914 -2.19406 -0.79629
5 O -1.58231 -3.04172 0.49449
6 S -2.63357 -2.06487 0.42887
7 I -3.19025 0.99411 0.06498
8 H 1.73517 1.05350 1.71144
9 H -1.81711 -0.80942 -1.46496

Charges per atom according to natural (NBO) partitioning, unit e: atom 1 (C): -0.477, atom 2 (C): -0.045, atom 3 (C): -0.521, atom 4 (O): -1.016, atom 5 (O): -1.007, atom 6 (S): 1.534, atom 7 (I): 0.118, atom 8 (H): 0.204, atom 9 (H): 0.210



Stability, descending: A, B